# 1
This record from the Open Molecules 2025 dataset describes a structure of composition CH2FPS2. The level of theory is wB97M-V/def2-TZVPD.

Last column: Mulliken charge in e.
Positions of all 7 atoms, in Å:
1 C -0.03 -1.81 0.08  0.31
2 F 1.23 -1.86 0.42  -0.12
3 P 0.74 1.64 -0.17  -0.09
4 S -1.35 -2.64 0.35  -0.13
5 S -0.55 0.18 -1.07  -0.14
6 H 0.07 1.70 1.10  0.09
7 H -0.11 2.79 -0.71  0.08

Calculated values
F_max (Eh/bohr): 0.0622
LUMO energy (eV): -0.809
ΔE to the lowest compared entry with this formula, charge and spin (kcal/mol): 45.85
Total charge: 0



# 2
This record from the Open Molecules 2025 dataset describes the ion C3H8N3O with charge +1. The level of theory is wB97M-V/def2-TZVPD.

Last column: Mulliken charge in e.
Positions of all 15 atoms, in Å:
1 C -0.90 0.37 0.11  -0.49
2 C -1.58 -0.70 1.00  -0.36
3 C 0.52 -0.04 0.25  0.62
4 N -0.57 -1.61 1.37  -0.26
5 N 0.55 -1.23 1.03  -0.22
6 N 1.57 -0.27 -0.80  -0.42
7 O 1.39 1.28 0.81  -0.56
8 H -1.28 0.09 -0.95  0.25
9 H -1.13 1.48 0.27  0.33
10 H -1.98 -0.23 1.93  0.32
11 H -2.34 -1.30 0.39  0.30
12 H 1.85 0.59 -1.29  0.35
13 H 1.33 -0.97 -1.64  0.41
14 H 2.41 -0.75 -0.25  0.41
15 H 1.51 1.38 1.76  0.31

Calculated values
F_max (Eh/bohr): 0.1037
LUMO energy (eV): -4.579
ΔE to the lowest compared entry with this formula, charge and spin (kcal/mol): 90.06
Total charge: +1



# 3
This record from the Open Molecules 2025 dataset describes the molecule C5H5ClINO2. The level of theory is wB97M-V/def2-TZVPD.

Last column: Mulliken charge in e.
Positions of all 15 atoms, in Å:
1 C -1.74 0.18 1.17  -0.37
2 C -0.47 -0.11 1.29  -0.28
3 C 0.44 -0.46 -0.21  0.73
4 C -2.28 0.34 -0.16  -0.06
5 C 2.73 -0.38 -0.85  -0.60
6 N -0.27 -0.38 -1.27  -0.42
7 O -1.65 -0.18 -1.21  -0.18
8 O 1.65 -0.78 0.06  -0.31
9 Cl -2.50 2.17 -0.48  -0.25
10 I 0.69 -0.20 2.98  0.13
11 H -2.27 0.65 2.00  0.37
12 H -3.26 0.05 -0.12  0.45
13 H 2.59 -1.03 -1.80  0.27
14 H 3.66 -0.60 -0.28  0.23
15 H 2.69 0.74 -1.12  0.29

Calculated values
F_max (Eh/bohr): 0.1425
LUMO energy (eV): 0.364
ΔE to the lowest compared entry with this formula, charge and spin (kcal/mol): 20.48
Total charge: 0



# 4
This record from the Open Molecules 2025 dataset describes a structure of composition C4H3O2Rh. The level of theory is wB97M-V/def2-TZVPD.

Last column: Mulliken charge in e.
Positions of all 10 atoms, in Å:
1 O 1.16 -1.39 -0.36  -0.53
2 C 0.00 -1.41 -0.03  0.78
3 C -1.23 -1.18 0.31  -0.39
4 C -1.72 0.17 -0.09  -0.04
5 C -1.12 1.34 0.20  -0.01
6 H -1.82 -1.91 0.86  0.40
7 H -0.10 2.34 -0.18  0.53
8 H -2.74 0.21 -0.47  0.42
9 Rh 1.84 0.39 0.28  1.33
10 O 0.27 1.37 0.43  -0.48

Calculated values
F_max (Eh/bohr): 0.1301
2S+1: 5
LUMO energy (spin up / spin down) (eV): -10.297 / -13.266
Total charge: +2
<S²>: 6.0228



# 5
This record from the Open Molecules 2025 dataset describes a cluster of 3 separate species, C3H13NO3 in total. The level of theory is wB97M-V/def2-TZVPD.

Last column: Mulliken charge in e.
Positions of all 20 atoms, in Å:
1 C 0.89 0.14 1.84  -0.53
2 C 0.72 -0.95 0.77  -0.50
3 C 1.37 -0.68 -0.55  -0.59
4 O 0.42 -0.24 -1.56  -0.52
5 N -0.28 0.35 2.70  -0.66
6 H 1.21 1.08 1.41  0.35
7 H 1.72 -0.13 2.50  0.35
8 H -0.33 -1.16 0.60  0.35
9 H 1.03 -1.91 1.21  0.36
10 H 1.79 -1.49 -1.10  0.32
11 H 2.14 0.10 -0.50  0.31
12 H 0.05 0.62 -1.37  0.29
13 H -0.36 -0.45 3.32  0.25
14 H -1.12 0.35 2.15  0.25
15 H -2.37 -0.57 -2.51  0.28
16 H -1.23 -1.50 -2.31  0.34
17 O -2.18 -1.47 -2.26  -0.63
18 H -0.66 3.07 -1.95  0.32
19 H -1.81 2.21 -1.24  0.32
20 O -0.97 2.66 -1.14  -0.66

Calculated values
F_max (Eh/bohr): 0.0366
LUMO energy (eV): 0.346
ΔE to the lowest compared entry with this formula, charge and spin (kcal/mol): 21.36
Total charge: 0



# 6
This record from the Open Molecules 2025 dataset describes the molecule CH4NO4P. The level of theory is wB97M-V/def2-TZVPD.

Last column: Mulliken charge in e.
Positions of all 11 atoms, in Å:
1 C -1.37 -0.32 -0.31  -0.27
2 N 2.63 -0.12 0.15  1.11
3 O 2.42 -0.57 1.20  -0.44
4 O 3.56 -0.03 -0.57  -0.46
5 O -2.56 -0.06 0.38  -0.49
6 O 1.23 0.42 -0.59  -0.39
7 P 0.02 0.73 0.46  0.12
8 H -1.62 0.13 -1.38  0.24
9 H -0.93 -1.40 -0.19  0.25
10 H -2.94 -0.66 0.97  0.29
11 H -0.45 1.87 -0.13  0.04

Calculated values
F_max (Eh/bohr): 0.0525
LUMO energy (eV): -0.092
ΔE to the lowest compared entry with this formula, charge and spin (kcal/mol): 187.19
Total charge: 0



The highest total charge belongs to which entry?
C4H3O2Rh



Which of these has the highest total charge?
C4H3O2Rh



Look up the total charge of the fifth one.
0



Please write out number 5 again, unchanged.
This record from the Open Molecules 2025 dataset describes a cluster of 3 separate species, C3H13NO3 in total. The level of theory is wB97M-V/def2-TZVPD.

Last column: Mulliken charge in e.
Positions of all 20 atoms, in Å:
1 C 0.89 0.14 1.84  -0.53
2 C 0.72 -0.95 0.77  -0.50
3 C 1.37 -0.68 -0.55  -0.59
4 O 0.42 -0.24 -1.56  -0.52
5 N -0.28 0.35 2.70  -0.66
6 H 1.21 1.08 1.41  0.35
7 H 1.72 -0.13 2.50  0.35
8 H -0.33 -1.16 0.60  0.35
9 H 1.03 -1.91 1.21  0.36
10 H 1.79 -1.49 -1.10  0.32
11 H 2.14 0.10 -0.50  0.31
12 H 0.05 0.62 -1.37  0.29
13 H -0.36 -0.45 3.32  0.25
14 H -1.12 0.35 2.15  0.25
15 H -2.37 -0.57 -2.51  0.28
16 H -1.23 -1.50 -2.31  0.34
17 O -2.18 -1.47 -2.26  -0.63
18 H -0.66 3.07 -1.95  0.32
19 H -1.81 2.21 -1.24  0.32
20 O -0.97 2.66 -1.14  -0.66

Calculated values
F_max (Eh/bohr): 0.0366
LUMO energy (eV): 0.346
ΔE to the lowest compared entry with this formula, charge and spin (kcal/mol): 21.36
Total charge: 0